# 1
Density functional theory data (ωB97M-V/def2-TZVPD) for a single CH5N3 molecule in a non-equilibrium geometry.

XYZ file:
```
9
Properties=species:S:1:pos:R:3:mulliken_charge:R:1
C -1.403 -0.013 0.014 -0.696
N 0.991 -0.020 0.121 0.366
N 2.349 0.112 0.018 -0.643
N -0.245 -0.850 0.039 -0.409
H -1.817 0.379 -0.949 0.249
H -2.163 -0.608 0.207 0.328
H -1.264 0.776 0.794 0.307
H 0.609 0.988 0.082 0.265
H 2.942 -0.763 -0.327 0.233
```

Properties
Multiplicity: 1
HOMO (spin up / spin down) in eV: -9.02 / -8.70
HOMO-LUMO gap (spin up / spin down) in eV: 9.344 / 8.760
ΔE to the lowest compared entry with this formula, charge and spin in kcal/mol: 135.5
E in a.u.: -205.1751
LUMO (spin up / spin down) in eV: 0.325 / 0.059

***

# 2
Density functional theory data (ωB97M-V/def2-TZVPD) for 2 unconnected molecules or ions with the total composition C29H52F3N2O9S in a non-equilibrium geometry.

XYZ file:
```
96
Properties=species:S:1:pos:R:3:mulliken_charge:R:1
C -3.313 -2.589 6.137 -1.174
C -4.561 -3.075 5.389 0.268
O -5.610 -2.107 5.507 -0.461
C -6.079 -1.620 4.276 -0.996
C -5.120 -0.615 3.638 0.957
O -5.603 0.699 3.881 -0.437
C -5.190 1.641 2.927 -0.464
C -6.149 1.644 1.741 -0.181
O -6.088 2.814 0.948 -0.459
C -4.889 3.012 0.251 -0.894
C -4.739 2.167 -1.005 -0.060
C -4.300 0.708 -0.730 -1.416
N -3.056 0.471 -1.516 1.296
C -2.022 -0.439 -0.864 -0.864
C -2.517 -1.502 0.090 -0.557
O -3.118 -2.578 -0.591 -0.426
C -4.440 -2.879 -0.231 -0.286
C -4.506 -3.935 0.857 0.884
F -5.683 -3.843 1.482 -0.282
F -4.437 -5.156 0.352 -0.288
F -3.538 -3.805 1.753 -0.274
S -3.539 -0.192 -3.128 1.345
C -4.443 1.069 -3.985 -1.034
O -4.409 -1.289 -2.874 -0.627
O -2.340 -0.493 -3.836 -0.603
C -2.460 1.869 -1.517 -0.187
C -1.427 2.229 -2.584 -1.156
C -0.058 2.479 -2.010 -0.260
C 0.371 3.782 -1.737 -0.540
C 1.645 4.018 -1.227 -0.936
C 2.510 2.946 -0.983 -0.649
C 2.112 1.630 -1.249 0.258
C 3.066 0.490 -1.017 -1.262
C 0.829 1.419 -1.759 0.057
O -3.575 2.713 -1.691 -0.481
H -2.992 -3.297 6.893 0.318
H -3.524 -1.642 6.619 0.321
H -2.482 -2.434 5.452 0.329
H -4.933 -3.980 5.859 0.434
H -4.323 -3.244 4.343 -0.219
H -7.005 -1.089 4.464 0.424
H -6.279 -2.441 3.586 0.345
H -5.040 -0.800 2.559 -0.539
H -4.121 -0.725 4.063 0.214
H -5.132 2.640 3.350 0.388
H -4.176 1.374 2.601 0.245
H -6.028 0.729 1.153 0.092
H -7.155 1.602 2.144 0.495
H -3.992 2.856 0.858 0.433
H -4.880 4.049 -0.064 0.392
H -5.548 2.254 -1.718 0.466
H -4.062 0.684 0.326 0.411
H -5.101 0.009 -0.930 0.681
H -1.304 0.174 -0.331 0.472
H -1.463 -0.943 -1.646 0.498
H -1.616 -1.890 0.565 0.548
H -3.147 -1.128 0.896 0.079
H -5.023 -2.009 0.061 0.023
H -4.925 -3.301 -1.105 0.384
H -4.038 2.063 -3.855 0.285
H -4.398 0.723 -5.012 0.533
H -5.475 0.995 -3.660 0.360
H -2.070 2.141 -0.538 0.870
H -1.779 3.156 -3.023 0.661
H -1.357 1.509 -3.395 0.497
H -0.300 4.609 -1.925 0.443
H 1.990 5.020 -1.034 0.411
H 3.506 3.131 -0.614 0.440
H 2.832 -0.077 -0.123 0.299
H 4.076 0.879 -0.953 0.255
H 3.050 -0.160 -1.887 0.392
H 0.525 0.400 -1.973 0.507
C 9.320 -1.099 1.709 -0.726
O 10.169 -0.613 0.688 -0.350
C 10.634 -1.618 -0.206 -0.799
C 10.087 -1.385 -1.597 -0.214
N 8.651 -1.635 -1.642 -0.310
C 8.012 -1.238 -2.892 -0.747
C 7.980 0.247 -3.234 -0.472
O 7.178 1.024 -2.360 -0.372
C 7.840 1.510 -1.205 -0.660
H 9.103 -0.265 2.375 0.241
H 8.375 -1.480 1.304 0.301
H 9.807 -1.890 2.285 0.351
H 10.373 -2.618 0.152 0.408
H 11.724 -1.548 -0.241 0.390
H 10.589 -2.059 -2.297 0.389
H 10.337 -0.353 -1.880 0.193
H 8.211 -1.135 -0.881 0.079
H 6.977 -1.589 -2.850 0.359
H 8.493 -1.775 -3.715 0.416
H 7.519 0.343 -4.221 0.348
H 8.983 0.680 -3.319 0.350
H 8.898 1.704 -1.394 0.350
H 7.743 0.821 -0.361 0.204
H 7.362 2.449 -0.922 0.276
```

Properties
Multiplicity: 1
HOMO in eV: -10.02
Total charge: +1
HOMO-LUMO gap in eV: 7.400
E in a.u.: -2620.2512
LUMO in eV: -2.618

***

# 3
Density functional theory data (ωB97M-V/def2-TZVPD) for 2 unconnected molecules or ions with the total composition C9H14 in a non-equilibrium geometry.

XYZ file:
```
23
Properties=species:S:1:pos:R:3:mulliken_charge:R:1
C 0.428 1.655 -2.393 -1.460
C -0.548 0.881 -1.534 0.853
C -0.240 -0.394 -0.990 -0.677
C -1.100 -1.011 -0.070 -0.220
C -2.400 -0.601 0.023 -0.573
C -2.791 0.547 -0.680 -0.263
C -1.879 1.266 -1.490 -0.577
H 1.377 1.591 -1.957 0.397
H 0.299 2.725 -2.590 0.364
H 0.490 1.138 -3.409 0.261
H 0.722 -0.898 -1.105 0.421
H -0.764 -1.935 0.384 0.366
H -3.093 -1.287 0.479 0.345
H -3.841 0.819 -0.622 0.340
H -2.301 2.089 -1.972 0.432
C 1.961 -0.686 1.515 -0.716
C 2.000 -0.982 2.986 -1.031
H 2.908 -0.454 0.974 0.337
H 1.542 -1.544 1.066 0.187
H 1.334 0.119 1.251 0.327
H 0.991 -1.257 3.289 0.273
H 2.275 -0.040 3.456 0.271
H 2.627 -1.740 3.388 0.346
```

Properties
SMILES: Cc1ccccc1.CC
Multiplicity: 1
HOMO in eV: -8.91
HOMO-LUMO gap in eV: 9.906
ΔE to the lowest compared entry with this formula, charge and spin in kcal/mol: 22.6
E in a.u.: -351.2942
LUMO in eV: 0.991

***

# 4
Density functional theory data (ωB97M-V/def2-TZVPD) for 2 unconnected molecules or ions with the total composition C7H17NO in a non-equilibrium geometry.

XYZ file:
```
26
Properties=species:S:1:pos:R:3:mulliken_charge:R:1
C -1.007 -1.054 2.741 -0.884
C -0.761 0.240 1.893 -1.012
N -0.197 -0.030 0.561 0.111
C 1.211 -0.530 0.749 -0.844
C -0.831 -0.798 -0.381 0.736
C -2.363 -0.848 -0.219 -1.153
O -0.448 -1.286 -1.419 -0.588
H -0.643 -0.816 3.741 0.311
H -0.315 -1.837 2.449 0.305
H -2.049 -1.253 2.529 0.347
H -1.748 0.698 1.823 0.473
H -0.102 1.018 2.269 0.512
H 1.465 -0.492 1.805 0.460
H 1.210 -1.616 0.564 0.377
H 1.855 -0.125 -0.020 -0.171
H -2.841 -0.566 -1.161 0.319
H -2.809 -1.848 -0.153 0.292
H -2.917 -0.294 0.542 0.351
C 2.351 1.361 -2.131 -0.881
C 1.724 2.681 -1.717 -0.683
H 3.290 1.396 -2.699 0.408
H 2.825 0.912 -1.258 0.191
H 1.783 0.648 -2.726 0.286
H 0.889 2.847 -2.401 0.228
H 2.414 3.507 -1.602 0.351
H 1.278 2.617 -0.716 0.157
```

Properties
SMILES: CCN(C)C(C)=O.CC
Multiplicity: 1
HOMO in eV: -9.44
HOMO-LUMO gap in eV: 10.303
ΔE to the lowest compared entry with this formula, charge and spin in kcal/mol: 51.1
E in a.u.: -406.8489
LUMO in eV: 0.867

***

# 5
Density functional theory data (ωB97M-V/def2-TZVPD) for a molecular structure, C42H49As2CuO8P3.

XYZ file:
```
105
Properties=species:S:1:pos:R:3:mulliken_charge:R:1
Cu 0.793 -0.821 -0.254 -0.192
C -2.137 -0.706 -1.912 -1.615
P -1.358 -0.265 -0.308 0.934
C -1.431 1.554 -0.297 1.331
C -2.405 2.306 0.349 -0.289
C -2.385 3.692 0.264 -1.207
C -1.402 4.334 -0.475 -0.761
C -0.428 3.589 -1.128 -0.550
C -0.439 2.207 -1.029 -1.348
C -2.400 -0.879 1.040 1.511
C -3.103 -2.072 0.914 -0.628
C -3.785 -2.603 2.001 -0.718
C -3.757 -1.952 3.226 -0.826
C -3.031 -0.776 3.367 -0.876
C -2.347 -0.247 2.283 -0.575
P -3.585 0.317 -2.455 -0.060
C -3.985 -0.516 -4.045 0.548
C -5.249 -0.269 -4.587 -0.470
C -5.619 -0.815 -5.803 -0.665
C -4.727 -1.613 -6.511 -0.480
C -3.465 -1.852 -5.994 -0.682
C -3.096 -1.306 -4.768 -0.184
C -4.894 -0.393 -1.381 0.319
C -5.379 -1.693 -1.535 -0.238
C -6.361 -2.183 -0.691 -0.748
C -6.869 -1.380 0.326 -0.520
C -6.405 -0.084 0.481 -0.594
C -5.429 0.410 -0.379 -0.398
H -2.361 -1.776 -1.936 1.030
H -1.336 -0.526 -2.635 0.729
H -3.190 1.817 0.911 0.691
H -3.147 4.271 0.769 0.469
H -1.396 5.414 -0.543 0.398
H 0.346 4.074 -1.708 0.512
H 0.340 1.637 -1.526 0.153
H -3.133 -2.597 -0.032 0.302
H -4.344 -3.522 1.884 0.459
H -4.298 -2.359 4.070 0.460
H -2.991 -0.274 4.325 0.465
H -1.756 0.653 2.411 0.429
H -5.953 0.352 -4.044 0.391
H -6.605 -0.617 -6.204 0.396
H -5.016 -2.044 -7.461 0.380
H -2.762 -2.467 -6.540 0.392
H -2.102 -1.509 -4.388 0.338
H -4.998 -2.320 -2.335 0.448
H -6.736 -3.190 -0.824 0.411
H -7.636 -1.764 0.986 0.427
H -6.812 0.550 1.259 0.455
H -5.080 1.432 -0.276 0.577
C 1.590 -4.427 4.027 -1.302
P 1.655 -3.123 2.738 0.818
C 0.528 -3.886 1.496 -1.011
C 0.533 -1.880 3.492 -0.645
H 0.557 -4.666 4.290 0.362
H 2.117 -4.090 4.921 0.389
H 2.084 -5.327 3.664 0.397
H 0.887 -4.887 1.252 0.519
H 0.507 -3.305 0.570 -0.008
H -0.492 -3.955 1.879 0.332
H -0.449 -2.307 3.708 0.396
H 0.398 -1.032 2.816 -0.325
H 0.973 -1.513 4.422 0.462
C 3.175 -0.060 -4.288 -0.795
O 3.689 0.266 -2.977 -0.229
C 2.926 -0.032 -1.958 -0.341
O 1.898 -0.700 -2.056 -0.779
C 3.404 0.436 -0.627 0.447
C 3.771 1.700 -0.443 0.711
As 4.474 2.607 1.229 0.221
C 3.137 4.043 1.228 -1.074
C 3.443 1.248 2.206 0.603
C 3.937 0.012 2.029 -0.194
As 2.935 -1.020 0.731 1.025
C 4.096 -2.401 0.005 -1.602
C 5.391 -0.317 2.249 0.137
O 5.888 -1.374 1.957 -0.586
O 6.036 0.650 2.903 -0.224
C 7.419 0.369 3.194 -0.770
C 1.960 1.483 2.301 0.491
O 1.157 1.161 1.460 0.154
O 1.539 2.127 3.391 -0.309
C 2.416 2.403 4.499 -0.709
C 3.663 2.696 -1.563 -0.259
O 2.700 2.829 -2.272 -0.545
O 4.763 3.450 -1.630 -0.373
C 4.754 4.467 -2.651 -0.765
H 3.810 0.476 -4.983 0.275
H 2.143 0.268 -4.375 0.319
H 3.242 -1.132 -4.453 0.329
H 3.471 4.797 0.517 0.407
H 3.115 4.497 2.217 0.434
H 2.139 3.703 0.952 0.196
H 5.065 -2.005 -0.277 0.450
H 3.571 -2.792 -0.868 0.464
H 4.223 -3.185 0.743 0.444
H 7.768 1.213 3.778 0.243
H 7.987 0.279 2.270 0.320
H 7.503 -0.556 3.758 0.320
H 2.073 3.338 4.931 0.288
H 3.455 2.494 4.190 0.366
H 2.324 1.603 5.230 0.282
H 5.640 5.067 -2.472 0.283
H 3.853 5.070 -2.580 0.327
H 4.803 4.000 -3.633 0.305
```

Properties
Multiplicity: 1
HOMO in eV: -10.08
Total charge: +1
HOMO-LUMO gap in eV: 6.886
E in a.u.: -9367.6299
LUMO in eV: -3.191